Model P:
The following is a quantum chemistry calculation of the molecule C2H3N2OP, from the OMol25 dataset.

Atoms and positions in Å:
C -2.17796 0.59831 0.79197
C -0.43224 -0.76982 0.05699
N -2.44824 -0.18995 1.74112
N -2.71859 -0.93247 2.55086
O -1.08972 0.36297 -0.01236
P 1.02354 -0.95124 -0.89171
H -2.85538 1.51388 0.65276
H 1.59387 -1.34893 0.43297
H 1.51556 0.42730 -1.04833

Properties
Molecular weight ... 102.03 g/mol



Model Q:
The following is a quantum chemistry calculation of the molecule C2H3N2OP, from the OMol25 dataset.

Atoms and positions in Å:
C 0.98958 -0.68246 -0.01784
C -0.43635 -0.96891 0.06833
N 2.36534 1.28399 -0.10600
N 1.60990 0.44928 0.00445
O -1.55047 1.43236 -0.03645
P -1.92823 -0.19255 -0.11478
H 1.79430 -1.37763 0.03153
H -0.50793 -1.99140 0.17205
H -2.33613 2.04733 -0.00130

Properties
Molecular weight ... 102.03 g/mol



Which structure loses on stability? model P does.



Model P:
The following is a quantum chemistry calculation of the molecule CH5FOP2, from the OMol25 dataset.

Atoms and positions in Å:
C -0.22473 -1.57942 -0.53758
O -0.39036 -0.32882 -1.20535
F 0.59242 1.19298 2.84648
P -0.17484 1.22964 1.30194
P 0.65874 0.96381 -1.03587
H -0.73133 -1.66109 0.35364
H 0.78361 -1.71316 -0.34284
H -0.46915 -2.39457 -1.33874
H -0.43339 1.79764 -1.11412
H 0.38904 2.49299 1.07245

Properties
Molecular weight ... 114.00 g/mol
SMILES string ... CO[PH]#[PH]F



Model Q:
The following is a quantum chemistry calculation of the molecule CH5FOP2, from the OMol25 dataset.

Atoms and positions in Å:
C -1.03498 0.87715 -1.39859
O -0.04307 0.47070 -0.46190
F 1.39210 0.35160 2.49638
P 1.91048 -0.74907 1.10931
P -0.35781 -0.53879 0.66743
H -0.62965 1.86168 -1.86478
H -1.96472 1.08795 -0.88448
H -1.23613 0.05827 -2.05692
H 0.14050 -1.64798 0.31125
H 1.82329 -1.77151 2.08229

Properties
Molecular weight ... 114.00 g/mol
SMILES string ... CO[PH]#[PH]F



Which structure loses on stability? model Q does.



Model P:
The following is a quantum chemistry calculation of a cluster of 2 separate species, CH3FO2S in total, from the OMol25 dataset.

Atoms and positions in Å:
C 0.21424 0.01139 -0.00417
O 3.39843 -1.77393 0.07304
O 2.17525 1.44546 1.12019
F 2.02533 1.08053 -1.36691
S 2.04562 0.41616 0.16361
H -0.29134 0.74567 0.58741
H 0.04855 0.35043 -1.04966
H 0.26790 -0.98564 0.31900

Properties
Molecular weight ... 98.10 g/mol



Model Q:
The following is a quantum chemistry calculation of a cluster of 2 separate species, CH3FO2S in total, from the OMol25 dataset.

Atoms and positions in Å:
C -1.01518 0.00161 0.12865
O 1.24615 1.28162 1.14635
O 1.29626 0.89316 -1.27212
F 1.48870 -2.58758 -0.20816
S 0.99642 0.44824 0.03317
H -1.02050 -0.81002 -0.56342
H -1.57568 -0.15494 1.04844
H -1.41618 0.92792 -0.31291

Properties
Molecular weight ... 98.10 g/mol



Which structure loses on stability? model P does.



Model P:
The following is a quantum chemistry calculation of the molecule C4H3NOS2, from the OMol25 dataset.

Atoms and positions in Å:
C 0.88789 -1.10809 0.02921
C -1.39266 -0.01600 0.19741
C -1.79082 1.28722 0.14731
C -1.91713 2.54869 -0.16422
H 4.10462 -0.24291 0.40292
H 0.22577 -2.04704 -0.07794
H -2.19385 3.63660 -0.10836
N 2.13608 -1.01871 -0.10905
O -0.04569 -0.01511 0.16038
S 2.93592 0.57016 -0.04434
S -2.40137 -1.21802 -0.08032

Properties
Molecular weight ... 145.21 g/mol
SMILES string ... C#CC(=S)O/C=N\S



Model Q:
The following is a quantum chemistry calculation of the molecule C4H3NOS2, from the OMol25 dataset.

Atoms and positions in Å:
C -1.12952 -0.35705 -0.60958
C 0.23640 0.58678 1.08607
C 1.11707 -0.11827 0.16718
C 0.27872 -0.77623 -0.85407
H -1.83569 1.14506 0.81687
H 2.00905 -0.59255 0.66338
H 0.54576 -1.77059 -1.30190
N -1.07551 0.43009 0.57602
O -2.07376 -0.58827 -1.38066
S 0.65020 1.51276 2.34549
S 1.27729 0.52828 -1.50881

Properties
Molecular weight ... 145.21 g/mol
SMILES string ... O=C1NC(=S)[C@@H]2S[C@H]12



Which structure loses on stability? model P does.



Model P:
The following is a quantum chemistry calculation of a structure of composition Cl3O2P, from the OMol25 dataset.

Atoms and positions in Å:
O 1.26068 0.89602 -1.59099
O -1.89268 0.43778 2.29261
P 0.57777 -0.00413 -0.68371
Cl -0.92446 1.08204 1.22748
Cl 1.79139 -1.25272 0.31550
Cl -0.81269 -1.15899 -1.56088

Properties
Molecular weight ... 169.33 g/mol



Model Q:
The following is a quantum chemistry calculation of a structure of composition Cl3O2P, from the OMol25 dataset.

Atoms and positions in Å:
O -0.05232 1.41333 0.94276
O -0.91832 -0.92502 -1.18318
P 0.06164 -0.91007 0.08791
Cl 1.55619 1.91084 1.11287
Cl -2.54140 -0.68367 -0.90500
Cl 1.60280 -0.82246 -1.10960

Properties
Molecular weight ... 169.33 g/mol



Which structure loses on stability? model Q does.



Model P:
The following is a quantum chemistry calculation of a cluster of 2 separate species, C3H8N in total, from the OMol25 dataset.

Atoms and positions in Å:
C 1.67427 -0.33480 0.17831
C 0.19585 -0.49179 0.48989
C -0.65741 0.63024 0.42782
N -2.03553 0.45421 0.48181
H 1.88499 0.36535 -0.63742
H 2.00768 -1.39049 -0.00234
H 2.34168 -0.28056 1.03359
H -0.11201 -1.18537 -0.53401
H -0.37850 1.71510 0.28248
H -2.74155 1.12543 0.21904
H -1.80307 -0.24318 -0.16383
H -0.37639 -0.36414 -1.77534

Properties
Molecular weight ... 58.10 g/mol
Charge ... +1



Model Q:
The following is a quantum chemistry calculation of the ion C3H8N with charge +1, from the OMol25 dataset.

Atoms and positions in Å:
C -0.39052 0.81583 1.08652
C -0.08749 0.08997 -0.18052
C -0.63361 0.24298 -1.36734
N 0.87288 -1.05740 -0.02174
H -1.34066 0.53187 1.54216
H 0.38413 0.74796 1.83822
H -0.47372 1.87723 0.84738
H -0.37387 -0.32815 -2.24345
H -1.35924 1.02450 -1.54078
H 0.51591 -1.81300 0.57098
H 1.73959 -0.70372 0.40093
H 1.14660 -1.42807 -0.93234

Properties
Molecular weight ... 58.10 g/mol
SMILES string ... C=C(C)[NH3+]
Charge ... +1



Which structure loses on stability? model P does.



Model P:
The following is a quantum chemistry calculation of a cluster of 2 separate species, CH2N2O2 in total, from the OMol25 dataset.

Atoms and positions in Å:
C 1.71077 0.49694 -0.19623
N 0.92912 1.35196 0.00206
N -1.47858 -1.22131 0.48376
O 2.49389 -0.32691 -0.36361
O -1.72049 -1.71069 -0.59214
H -1.88850 -0.23369 0.48643
H -0.04620 1.64371 0.17974

Properties
Molecular weight ... 74.04 g/mol
SMILES string ... N=C=O.N=O



Model Q:
The following is a quantum chemistry calculation of the molecule CH2N2O2, from the OMol25 dataset.

Atoms and positions in Å:
C 1.69580 -0.18968 -0.28556
N 0.36557 0.09923 -0.42386
N -0.54915 -0.15818 0.32280
O 2.22016 0.58489 0.47894
O -1.57788 0.72612 0.27636
H 2.44650 -0.84260 -0.75278
H -1.32135 1.56954 -0.26138

Properties
Molecular weight ... 74.04 g/mol
SMILES string ... O=C/N=N/O



Which structure loses on stability? model Q does.



Model P:
The following is a quantum chemistry calculation of the molecule C2H2N4O2, from the OMol25 dataset.

Atoms and positions in Å:
C -1.26952 -0.02429 -0.18921
C 1.43057 -0.01980 0.04015
H -2.93220 -0.81133 0.22451
H 3.03193 -0.77412 0.21963
N -0.59436 1.30699 -0.07541
N 0.62697 1.28483 -0.03389
N 2.66203 0.13639 0.09248
N -0.58443 -1.06261 -0.21393
O -2.69400 0.00476 0.22124
O 0.71432 -1.23092 0.03695

Properties
Molecular weight ... 114.06 g/mol
SMILES string ... [H]/N=c1/nnc(O)no1



Model Q:
The following is a quantum chemistry calculation of the molecule C2H2N4O2, from the OMol25 dataset.

Atoms and positions in Å:
C -0.23818 0.03514 -0.01591
C 0.83129 0.94569 -0.22471
H -3.15296 0.04161 0.48034
H 0.90643 1.98574 -0.56303
N -1.45416 0.44120 0.31841
N 2.01366 0.63988 -0.19139
N 1.26412 -1.56128 -0.03814
N 0.05682 -1.34931 -0.55922
O -2.47604 -0.57059 0.11438
O 2.24902 -0.60807 0.67926

Properties
Molecular weight ... 114.06 g/mol
SMILES string ... O/N=c1/cnonn1



Model R:
The following is a quantum chemistry calculation of the molecule C2H2N4O2, from the OMol25 dataset.

Atoms and positions in Å:
C 0.07722 -0.29458 0.98673
C -0.69219 0.80288 -0.65257
H 0.56072 -1.79322 1.84541
H -1.51921 2.72915 -0.58367
N 1.35476 -0.75894 0.37047
N 1.30495 -0.61992 -0.86126
N -1.12431 1.85350 -1.19699
N -0.73658 0.53035 0.74505
O -0.10882 -1.14800 2.08853
O -0.00912 -0.22958 -1.67197

Properties
Molecular weight ... 114.06 g/mol
SMILES string ... [H]/N=c1\nc(O)nno1



Model S:
The following is a quantum chemistry calculation of the molecule C2H2N4O2, from the OMol25 dataset.

Atoms and positions in Å:
C -0.02660 0.51696 -0.21595
C 0.17574 -1.44410 0.83641
H -1.22619 3.16395 -0.05719
H -0.19469 -2.33549 1.57644
N -0.27462 1.65927 -0.54654
N -0.53457 -0.35135 0.69217
N 1.00727 -2.06214 -0.24090
N 1.34814 -1.32339 -1.23646
O -1.30955 2.14335 0.23319
O 1.03509 0.03294 -1.04115

Properties
Molecular weight ... 114.06 g/mol
SMILES string ... O/N=c1\ncnno1



Which structure loses on stability? model Q does.